# 1
Molecular formula: C31H41BrN6O5PPbSSbSe4
Method: DFT, ωB97M-V/def2-TZVPD

Results
total charge = -2
2S+1 = 1

CARTESIAN COORDINATES (ANGSTROEM)
1 Pb -0.730 -1.220 -1.387
2 Sb -2.006 -3.554 -4.126
3 Br 4.238 -1.056 -2.543
4 Se -1.614 -3.856 -1.624
5 Se -2.918 -1.602 -5.216
6 Se -1.346 -5.450 -5.460
7 Se -3.871 -4.194 -2.260
8 S -2.274 2.494 -3.700
9 P 0.319 2.151 0.859
10 O 0.166 -2.341 -3.508
11 O -2.624 3.877 -3.255
12 O -2.328 -1.611 0.668
13 O -0.067 1.234 -0.235
14 O 1.666 -0.837 -4.232
15 N -0.619 1.939 2.211
16 N -3.237 -5.252 3.378
17 N 1.897 2.090 1.405
18 N 0.270 3.726 0.320
19 N -4.407 -1.063 3.386
20 N -2.392 -2.786 1.130
21 C 3.423 0.427 2.127
22 C 0.013 -2.211 3.324
23 C 2.415 -3.026 -3.660
24 C -2.322 1.141 3.580
25 C 0.386 -4.474 2.644
26 C 1.155 -2.189 -0.282
27 C 3.010 -5.366 -3.843
28 C -0.921 4.193 -0.404
29 C -3.279 1.362 -2.703
30 C -0.734 2.937 3.277
31 C 1.353 -1.947 -3.829
32 C 2.909 1.953 0.334
33 C -0.758 5.710 -0.447
34 C 2.097 -4.337 -4.004
35 C -3.834 -1.916 2.864
36 C 3.680 -2.782 -3.119
37 C -0.007 6.011 0.854
38 C -2.044 2.588 4.001
39 C 4.075 1.196 0.977
40 C 0.981 4.848 0.934
41 C 4.260 -5.102 -3.305
42 C -3.176 -4.252 2.808
43 C -3.202 2.221 -5.241
44 C 0.785 -2.673 1.065
45 C 0.026 -3.567 3.630
46 C 0.760 -4.035 1.382
47 C 4.592 -3.811 -2.928
48 C 0.381 -1.776 2.064
49 C -1.850 1.133 2.137
50 C 2.343 1.391 2.612
51 C -3.122 -2.964 2.203
52 H -1.841 3.925 0.133
53 H 2.774 2.118 3.316
54 H 1.021 -4.761 0.620
55 H -0.697 5.986 1.703
56 H 1.588 -2.992 -0.880
57 H -2.605 1.597 1.488
58 H 1.111 -4.548 -4.403
59 H -3.357 0.411 -3.233
60 H -1.715 6.221 -0.527
61 H 4.982 -5.898 -3.168
62 H -0.298 -1.494 4.078
63 H 0.365 -5.537 2.856
64 H 1.866 -1.359 -0.236
65 H -0.142 5.994 -1.302
66 H 1.880 5.092 0.352
67 H -3.137 1.163 -5.499
68 H -0.755 3.959 2.882
69 H 4.813 1.905 1.363
70 H -0.979 3.756 -1.397
71 H -1.648 0.140 1.754
72 H 2.494 1.402 -0.515
73 H 4.566 0.541 0.258
74 H 2.959 -0.486 1.753
75 H 0.318 -0.723 1.809
76 H 0.502 6.975 0.852
77 H -0.258 -3.908 4.618
78 H -2.850 3.235 3.648
79 H 0.128 2.863 3.951
80 H -3.366 0.850 3.677
81 H 2.732 -6.372 -4.128
82 H 3.218 2.937 -0.033
83 H 4.127 0.162 2.916
84 H 5.551 -3.585 -2.481
85 H 1.302 4.611 1.948
86 H -2.741 2.834 -6.013
87 H -1.958 2.709 5.081
88 H -4.259 1.814 -2.551
89 H -1.714 0.451 4.171
90 H -4.233 2.533 -5.082
91 H 1.514 0.883 3.105
92 H -2.776 1.221 -1.748

Atom charges from the Mulliken analysis, given in e for atoms 1 to 8: Pb 1.505; Sb 1.098; Br -0.151; Se -0.143; Se -0.549; Se -0.708; Se -0.521; S 0.652

# 2
Molecular formula: C6H11FS
Method: DFT, ωB97M-V/def2-TZVPD

Results
SMILES = CCC[C@]1(CF)CS1
total charge = 0
2S+1 = 1

CARTESIAN COORDINATES (ANGSTROEM)
1 S -2.291 -0.348 -0.409
2 F 0.915 1.817 0.345
3 C 1.809 -1.049 0.416
4 C 2.912 -0.279 -0.295
5 C -1.475 -0.173 1.168
6 C -0.587 0.007 0.009
7 C -0.121 1.367 -0.471
8 C 0.442 -1.133 -0.338
9 H 2.110 -2.051 0.568
10 H -1.355 -1.141 1.729
11 H -1.721 0.735 1.727
12 H -0.005 -2.084 -0.219
13 H 3.033 -0.694 -1.300
14 H 0.315 1.186 -1.431
15 H 1.760 -0.551 1.398
16 H -0.899 2.122 -0.554
17 H 3.858 -0.494 0.252
18 H 2.794 0.814 -0.274
19 H 0.652 -1.066 -1.397

Atom charges from the Mulliken analysis, given in e for atoms 1 to 8: S -0.191; F -0.296; C -0.362; C -1.159; C -1.000; C 0.883; C -0.562; C -1.261

# 3
Molecular formula: C6H7N3OS
Method: DFT, ωB97M-V/def2-TZVPD

Results
SMILES = CCNC(=O)C(S)(C#N)C#N
total charge = 0
2S+1 = 1

CARTESIAN COORDINATES (ANGSTROEM)
1 S 2.049 -1.340 1.623
2 O 0.694 1.514 0.870
3 N 3.797 1.200 -0.652
4 N 1.573 -2.289 -1.800
5 N -0.522 0.023 -0.346
6 C 1.930 -0.484 -0.008
7 C 2.985 0.438 -0.381
8 C -1.843 0.704 -0.564
9 C -2.597 0.650 0.707
10 C 0.554 0.544 0.221
11 C 1.644 -1.513 -0.969
12 H -2.790 -0.406 0.981
13 H -2.177 1.427 1.497
14 H 2.833 -2.335 1.161
15 H -3.570 1.013 0.649
16 H -2.397 0.092 -1.464
17 H -0.577 -0.992 -0.717
18 H -1.586 1.753 -0.806

Atom charges from the Mulliken analysis, given in e for atoms 1 to 8: S -0.192; O -0.533; N -0.434; N -0.396; N -0.118; C 0.965; C 0.179; C -0.455

So what do the calculations give for energy above the lowest of the compared OMol25 structures with the same formula, charge and spin? Going down the list: 6.1 20.0 193.0 kJ/mol.
So what do the calculations give for highest occupied orbital energy? Going down the list: -2.7 -9.0 -10.3 eV.
So what do the calculations give for orbital gap? Going down the list: 6.43 9.87 10.53 eV.